[1]
{"formula": "C37H62N2O5PPtS", "method": "ωB97M-V/def2-TZVPD", "relative_energy_ev": 3.442, "total_charge": 1, "homo_lumo_gap_ev": [5.420, 5.382], "lumo_energy_ev": [-4.63, -4.59], "symbols": ["Pt", "C", "C", "C", "C", "C", "C", "C", "C", "C", "C", "C", "C", "C", "C", "C", "C", "C", "H", "H", "H", "H", "H", "H", "H", "H", "H", "H", "H", "H", "H", "H", "H", "H", "H", "H", "H", "H", "H", "H", "H", "H", "H", "H", "H", "H", "H", "C", "C", "N", "C", "C", "C", "S", "N", "C", "O", "C", "C", "C", "C", "C", "C", "H", "H", "H", "H", "H", "H", "H", "H", "H", "H", "H", "H", "H", "H", "H", "C", "C", "C", "C", "O", "P", "O", "O", "O", "C", "C", "C", "C", "H", "H", "H", "H", "H", "H", "H", "H", "H", "H", "H", "H", "H", "H", "H", "H", "H", "H"], "xyz": [[-0.20962, 0.28763, 0.16516], [-0.11279, -2.23713, 0.68876], [0.09430, -1.21088, 1.69432], [1.43176, -0.67559, 1.41017], [1.96992, -1.49572, 0.34102], [1.05171, -2.45047, -0.07408], [1.29149, -3.58857, -1.02717], [0.00732, -3.93774, -1.78619], [1.71978, -4.79497, -0.16634], [2.40842, -3.26696, -2.02234], [2.41242, 0.27448, 2.10767], [3.27648, 0.95948, 1.02475], [3.32320, -0.56158, 3.02179], [1.78180, 1.41633, 2.90692], [-0.80645, -1.21719, 2.94959], [0.02351, -1.35523, 4.23056], [-1.77383, -2.41194, 2.91976], [-1.67846, 0.05160, 2.96827], [-1.00734, -2.82854, 0.59844], [2.96354, -1.39909, -0.06302], [-0.79943, -4.20843, -1.10338], [0.18379, -4.78763, -2.44534], [-0.31988, -3.08727, -2.38481], [0.94134, -5.05405, 0.55261], [2.63440, -4.57297, 0.38410], [1.90473, -5.65487, -0.81078], [2.16343, -2.37495, -2.59912], [2.53573, -4.10223, -2.71044], [3.36101, -3.10538, -1.51677], [4.05465, 0.30568, 0.63463], [3.76798, 1.83342, 1.45174], [2.64777, 1.29424, 0.19615], [3.75892, -1.39848, 2.47494], [2.76984, -0.96025, 3.87025], [4.13322, 0.06088, 3.40202], [1.35499, 2.13994, 2.21774], [2.56191, 1.92322, 3.47671], [1.01761, 1.08958, 3.60513], [0.67303, -2.22841, 4.15963], [-0.64006, -1.49290, 5.08375], [0.64002, -0.48586, 4.43160], [-1.23859, -3.35945, 2.85614], [-2.48025, -2.33658, 2.09293], [-2.35350, -2.41613, 3.84184], [-1.07897, 0.94530, 3.13096], [-2.42440, -0.01064, 3.76369], [-2.21387, 0.14957, 2.01922], [-2.89655, 6.33325, 1.88992], [-3.14916, 4.87145, 2.24928], [-1.96504, 4.02960, 2.04188], [-1.16929, 3.65402, 3.20099], [-0.28436, 4.78383, 3.72219], [-1.62809, 3.70906, 0.80010], [-0.08513, 2.89729, 0.43983], [-2.35913, 4.04435, -0.21526], [-1.71798, 3.81206, -1.36752], [-0.51329, 3.46199, -1.35794], [-2.47908, 4.02588, -2.61232], [-3.78609, 4.51318, -2.57005], [-4.49423, 4.67089, -3.74704], [-3.90587, 4.36251, -4.96691], [-2.60555, 3.87979, -5.00932], [-1.89424, 3.70627, -3.83562], [-3.80431, 6.91164, 2.05502], [-2.62227, 6.41785, 0.84049], [-2.09766, 6.75606, 2.49699], [-3.94800, 4.48149, 1.61923], [-3.43861, 4.78067, 3.29563], [-0.53840, 2.81523, 2.90668], [-1.84688, 3.32187, 3.98986], [0.32026, 5.19352, 2.91331], [0.38579, 4.39179, 4.48663], [-0.87861, 5.58115, 4.16597], [-4.23371, 4.75674, -1.61823], [-5.51056, 5.03957, -3.72208], [-4.46286, 4.49160, -5.88514], [-2.15063, 3.63829, -5.96027], [-0.89751, 3.29484, -3.84336], [-3.60341, -0.03293, -4.10290], [-3.15920, -1.16633, -3.18230], [-3.93657, -1.10938, -1.86766], [-3.33788, -2.51812, -3.86194], [-1.72643, -1.07446, -2.90515], [-0.95882, 0.23347, -2.43629], [-1.71576, 0.94135, -1.31824], [0.39001, -0.22533, -1.90389], [-0.79912, 1.14692, -3.71473], [0.42222, 1.26565, -4.52254], [1.45558, 2.08055, -3.75368], [0.97378, -0.10543, -4.90590], [-0.01911, 1.99481, -5.78858], [-4.67952, -0.08121, -4.26163], [-3.09481, -0.10426, -5.06427], [-3.36345, 0.92732, -3.64600], [-4.98235, -1.35592, -2.04652], [-3.87104, -0.11121, -1.44160], [-3.51290, -1.82412, -1.16026], [-4.37788, -2.63969, -4.16160], [-3.06224, -3.32456, -3.18239], [-2.70555, -2.57225, -4.74815], [1.78537, 1.53098, -2.87340], [1.01381, 3.02163, -3.42787], [2.31765, 2.28715, -4.38703], [1.17554, -0.70248, -4.02096], [1.90173, 0.02908, -5.45923], [0.26144, -0.64397, -5.53182], [-0.22945, 3.04442, -5.58507], [-0.91937, 1.52678, -6.18744], [0.77150, 1.93453, -6.53456]], "atomic_forces_ev_per_a": [[0.4, 0.8, 1.0], [-0.4, 1.2, 0.6], [0.1, -0.9, 0.4], [-1.4, 1.3, -0.4], [-0.4, -1.9, -0.8], [2.0, 0.8, 0.0], [0.0, -0.2, 0.0], [0.1, 0.2, 0.0], [0.0, 0.1, -0.2], [-0.2, 0.1, 0.1], [0.0, -0.1, 0.0], [-0.1, -0.1, 0.1], [-0.1, 0.1, 0.0], [0.1, -0.3, 0.1], [-0.2, 0.5, -0.2], [-0.1, 0.0, -0.1], [0.1, 0.1, -0.1], [-0.1, -0.2, 0.3], [-0.1, 0.1, 0.0], [0.0, 0.1, -0.1], [0.0, -0.1, 0.0], [0.0, 0.0, 0.0], [-0.1, 0.0, 0.0], [0.0, -0.1, 0.0], [0.0, 0.0, 0.0], [0.0, -0.1, 0.0], [0.0, 0.0, 0.0], [0.0, 0.0, 0.0], [0.0, 0.0, 0.0], [0.0, 0.0, -0.1], [0.1, 0.0, 0.0], [0.1, 0.0, 0.0], [0.0, 0.0, 0.0], [0.0, 0.0, 0.0], [0.1, 0.0, 0.0], [0.0, 0.1, 0.1], [0.0, 0.0, 0.0], [0.0, 0.1, 0.0], [0.0, 0.0, 0.1], [0.0, 0.0, 0.1], [0.0, 0.0, 0.0], [0.0, 0.0, 0.0], [0.0, -0.1, -0.1], [0.0, 0.0, 0.0], [0.0, -0.1, 0.0], [0.0, 0.0, 0.1], [0.0, 0.0, 0.1], [0.1, -0.2, 0.0], [-0.2, 0.3, -0.2], [0.0, -0.3, -0.4], [0.4, 0.2, 0.1], [-0.1, -0.1, -0.1], [0.4, 0.0, 1.8], [-0.6, -0.3, -2.0], [-0.2, 0.1, -1.1], [-3.0, 0.9, 0.1], [2.4, -1.3, 1.3], [0.6, -0.2, -0.1], [0.0, 0.0, 0.1], [-0.1, 0.1, 0.0], [0.1, -0.1, 0.1], [0.0, 0.0, 0.0], [0.0, 0.2, 0.1], [0.0, 0.0, 0.0], [0.0, 0.1, 0.0], [0.0, 0.1, 0.0], [0.0, -0.1, 0.1], [0.0, -0.1, 0.0], [-0.1, -0.1, 0.1], [0.0, -0.2, -0.1], [0.0, 0.1, 0.0], [0.0, 0.0, 0.0], [0.0, 0.0, 0.0], [0.0, 0.0, 0.0], [0.0, 0.0, 0.1], [0.0, 0.0, 0.0], [-0.1, 0.0, 0.0], [-0.3, 0.3, 0.1], [0.3, -0.1, 0.1], [-0.5, -0.1, -0.1], [0.3, 0.0, -0.1], [0.2, 0.2, 0.1], [-0.1, 0.4, -0.1], [0.6, -1.1, -0.1], [-0.2, 0.2, -0.1], [-0.1, 0.0, -0.8], [0.0, -0.3, 0.2], [0.4, -0.1, -0.5], [-0.2, -0.1, 0.1], [-0.3, 0.0, 0.2], [0.0, 0.0, 0.2], [0.0, 0.0, 0.0], [0.0, 0.1, 0.0], [-0.1, 0.1, -0.1], [0.0, 0.0, 0.0], [0.0, 0.0, 0.1], [-0.1, 0.0, 0.0], [0.0, -0.1, 0.0], [0.0, 0.0, 0.0], [0.0, 0.0, 0.0], [0.0, 0.0, 0.0], [0.2, 0.1, 0.0], [0.0, 0.0, 0.0], [0.1, 0.0, 0.0], [0.0, 0.0, 0.0], [0.0, 0.0, 0.0], [0.2, -0.1, -0.2], [0.0, 0.0, 0.0], [0.0, 0.0, 0.0]]}

[2]
{"formula": "C37H64N4O18", "method": "ωB97M-V/def2-TZVPD", "relative_energy_ev": 0.262, "smiles": "C[C@H]1COC(=O)O1.C[C@H]1COC(=O)O1.C[C@H]1COC(=O)O1.COC(=O)OC.COC(=O)OC.COC(=O)OC.CCCC#N.CCCC#N.CCCC#N.CCCC#N", "total_charge": 0, "homo_lumo_gap_ev": 10.079, "lumo_energy_ev": 0.47, "symbols": ["C", "C", "C", "O", "C", "O", "O", "H", "H", "H", "H", "H", "H", "C", "C", "C", "O", "C", "O", "O", "H", "H", "H", "H", "H", "H", "C", "C", "C", "O", "C", "O", "O", "H", "H", "H", "H", "H", "H", "C", "O", "C", "O", "O", "C", "H", "H", "H", "H", "H", "H", "C", "O", "C", "O", "O", "C", "H", "H", "H", "H", "H", "H", "C", "O", "C", "O", "O", "C", "H", "H", "H", "H", "H", "H", "C", "C", "C", "C", "N", "H", "H", "H", "H", "H", "H", "H", "C", "C", "C", "C", "N", "H", "H", "H", "H", "H", "H", "H", "C", "C", "C", "C", "N", "H", "H", "H", "H", "H", "H", "H", "C", "C", "C", "C", "N", "H", "H", "H", "H", "H", "H", "H"], "xyz": [[-0.55800, -27.71300, 2.39600], [-0.30900, -26.82300, 3.62100], [0.63900, -27.42100, 4.70800], [1.91200, -26.80600, 4.44000], [1.73800, -25.75300, 3.67800], [2.59700, -24.95500, 3.47500], [0.50600, -25.72000, 3.21400], [-0.95900, -28.72300, 2.64100], [0.38000, -27.84300, 1.90000], [-1.27700, -27.24500, 1.66500], [-1.25600, -26.52500, 4.00900], [0.58200, -28.51400, 4.62200], [0.25300, -27.02800, 5.67300], [8.35100, -25.48900, -5.48300], [9.25000, -24.95900, -4.30600], [8.65800, -23.91000, -3.40700], [8.56700, -24.58300, -2.20800], [9.06800, -25.76700, -2.24500], [9.23200, -26.40300, -1.23600], [9.38900, -26.08400, -3.43500], [8.99700, -26.11500, -6.10100], [8.11200, -24.56500, -6.06700], [7.44900, -26.06700, -5.16600], [10.18100, -24.71900, -4.73600], [7.66200, -23.57500, -3.76500], [9.30100, -23.04900, -3.38000], [9.91200, -25.71800, 4.22700], [8.76500, -25.14700, 5.15400], [7.70900, -26.21900, 5.63700], [7.55600, -25.88400, 7.01000], [8.55800, -25.13700, 7.43500], [8.70700, -24.79200, 8.60100], [9.25200, -24.74200, 6.41200], [10.44400, -26.47200, 4.70500], [10.55300, -24.86300, 3.96200], [9.49000, -26.05400, 3.25200], [8.13800, -24.38200, 4.66300], [8.06100, -27.23900, 5.58400], [6.77900, -26.11500, 5.10700], [0.25200, -26.42800, 8.63900], [1.22600, -27.28100, 7.98200], [2.38300, -26.74300, 7.66900], [2.65600, -25.37100, 7.93000], [3.34000, -27.53400, 7.07300], [4.59700, -26.95700, 6.75500], [-0.16900, -25.78700, 7.86900], [0.64800, -25.72200, 9.32000], [-0.54500, -26.96100, 9.19100], [4.60700, -26.30000, 5.92100], [5.38900, -27.70700, 6.60000], [4.95000, -26.46400, 7.65400], [3.78100, -21.03300, -4.36700], [4.30200, -22.14600, -3.78000], [4.07300, -22.34900, -2.46500], [3.35800, -21.53200, -1.61200], [4.67100, -23.44200, -2.05700], [5.00500, -23.58200, -0.67000], [4.19500, -20.95900, -5.41900], [3.85700, -20.03100, -3.83400], [2.68200, -21.12400, -4.46100], [5.48200, -22.73400, -0.25100], [5.79200, -24.36000, -0.74000], [4.14000, -23.79700, 0.09200], [4.54900, -27.92000, 2.90600], [5.00200, -26.67600, 2.37200], [6.28200, -26.42200, 2.20000], [7.29000, -27.32700, 2.60700], [6.52900, -25.23900, 1.55800], [7.81100, -24.78100, 1.44400], [3.49100, -27.91100, 2.81200], [4.83800, -27.93100, 3.95000], [4.91700, -28.77000, 2.31400], [8.54200, -25.59100, 1.29700], [8.08200, -24.12500, 2.26400], [7.95100, -24.08700, 0.57200], [3.87000, -21.09400, 1.97700], [3.91400, -21.75100, 3.35100], [5.04100, -22.75800, 3.49000], [5.23500, -23.25600, 4.90300], [5.36100, -23.72200, 5.93600], [3.60100, -21.80800, 1.19100], [4.81200, -20.67600, 1.74500], [3.19800, -20.22600, 1.93300], [2.98600, -22.23500, 3.59500], [4.13400, -21.02100, 4.09400], [5.99500, -22.34100, 3.27500], [4.81000, -23.64000, 2.94900], [10.24500, -18.90600, 1.98300], [8.76800, -18.41300, 2.30500], [7.95200, -19.56200, 2.84200], [7.84300, -20.74100, 1.90900], [7.73500, -21.62800, 1.15700], [10.97200, -18.14400, 1.66700], [10.20300, -19.55700, 1.13300], [10.71500, -19.34700, 2.80900], [8.29600, -18.06700, 1.38800], [8.79700, -17.64700, 3.06400], [7.00100, -19.27900, 3.09800], [8.37700, -19.89000, 3.79500], [5.63100, -26.88500, -3.33300], [4.32100, -27.05900, -2.53900], [4.59900, -27.58000, -1.09400], [3.43000, -28.16300, -0.44200], [2.52000, -28.69500, -0.00300], [6.22300, -27.77800, -3.35600], [6.08200, -25.91500, -2.99900], [5.36100, -26.71400, -4.41100], [3.81700, -27.86100, -3.05800], [3.60300, -26.24500, -2.53700], [4.94800, -26.72900, -0.42800], [5.34200, -28.32000, -1.12500], [11.61400, -24.62100, 0.51100], [11.41200, -23.42900, 1.45200], [11.61900, -22.09300, 0.80400], [10.58900, -21.95800, -0.30900], [9.76500, -21.91500, -1.16800], [11.31400, -25.50100, 1.03400], [12.63100, -24.78900, 0.27200], [11.11700, -24.50400, -0.44800], [12.11800, -23.48400, 2.33100], [10.41000, -23.53500, 1.82900], [12.57700, -21.98300, 0.34700], [11.50200, -21.17700, 1.42400]], "atomic_forces_ev_per_a": [[-1.0, 0.0, -0.1], [1.6, -1.3, -0.7], [-1.7, 0.6, -0.1], [-0.3, -2.3, 1.3], [0.4, 0.6, 0.0], [0.2, 0.4, -0.5], [-1.7, 1.4, -1.0], [0.2, 0.7, 0.1], [0.6, -0.3, -0.5], [0.8, -0.3, 0.8], [-0.4, 0.8, 0.5], [0.8, 0.4, 0.4], [0.6, -0.7, -0.3], [0.5, 1.4, 0.3], [-2.5, -2.2, -1.7], [-0.8, 0.7, -1.9], [-1.7, 3.1, 2.0], [0.6, -1.2, 3.4], [-0.2, -0.6, -0.4], [1.7, -1.5, -2.5], [-0.3, -0.1, 0.0], [-0.3, -0.9, 0.2], [0.8, 0.8, -0.1], [1.3, 0.4, -0.2], [0.4, -0.3, 0.4], [0.2, 0.4, 0.6], [-2.3, 2.8, -0.9], [-1.0, -2.5, -0.9], [1.1, 0.6, -0.3], [-1.2, -1.2, 0.2], [-1.2, 1.0, 3.2], [0.2, -0.8, -2.4], [2.8, 1.9, -1.1], [0.9, -1.3, 0.8], [0.1, -0.4, 0.3], [0.1, -0.1, 0.9], [0.8, 0.3, 0.3], [0.2, -0.3, -0.2], [-0.4, 0.0, 0.0], [-0.7, 0.5, -0.7], [0.5, -0.9, 0.2], [3.8, 8.2, 0.8], [-1.8, -8.3, -1.6], [-3.4, -0.1, 0.9], [1.4, 0.1, 1.7], [-0.3, -0.2, -0.2], [1.2, 0.3, 0.7], [0.8, -0.5, -0.8], [-0.6, 0.7, -0.6], [-1.0, -0.5, -0.1], [0.0, 0.7, -0.2], [-2.1, 3.1, -1.9], [0.8, -1.7, 2.7], [-3.5, 4.6, 4.4], [4.2, -4.5, -5.4], [-0.3, 0.5, -0.5], [-0.6, -1.6, 1.4], [-0.3, -0.1, 1.4], [0.7, -1.5, -0.3], [0.4, -0.2, -0.1], [0.4, 1.3, -0.1], [-0.8, 0.1, 0.6], [1.3, -0.1, -2.0], [1.0, -0.5, 0.0], [0.9, 1.6, -1.2], [5.7, -4.6, 1.7], [-5.8, 5.6, -2.3], [-3.3, -2.6, 1.2], [3.3, 1.0, -1.3], [-0.8, 0.3, 0.0], [0.1, -0.5, 0.1], [0.3, 0.3, 0.4], [-0.4, 0.2, 0.3], [0.0, -0.2, 0.6], [-0.8, -0.9, 0.5], [-0.9, -0.3, 0.2], [0.4, 0.1, -0.3], [-0.3, -0.4, 2.2], [-0.8, 0.6, -2.0], [0.4, -0.3, 1.0], [0.0, 0.3, 0.1], [1.3, 0.3, -0.4], [-0.2, -0.5, 0.1], [-0.5, -0.2, 0.1], [-0.3, 0.9, 0.7], [0.8, 0.3, -0.9], [0.2, -0.8, -0.9], [-1.2, 1.8, -1.0], [1.9, -0.7, -0.8], [1.9, -1.9, -0.4], [0.0, -0.7, -0.8], [0.1, 1.8, 1.6], [-0.6, 0.4, 0.1], [-0.1, -0.7, -0.3], [0.4, -1.0, 1.3], [0.1, 0.4, 0.0], [-0.1, 0.4, 0.1], [-2.6, 0.8, 0.4], [0.2, -0.3, -0.2], [-1.6, 2.4, -0.8], [0.4, -1.6, 0.2], [-0.8, 2.6, 0.4], [0.5, 0.2, -0.7], [-0.7, -0.2, 0.5], [0.7, -0.2, 0.6], [0.4, -1.2, -0.2], [0.1, 0.0, 0.9], [-0.5, -0.4, 0.0], [0.4, 0.5, 0.0], [-0.2, -1.0, -0.8], [1.2, -1.0, 0.0], [0.0, 0.8, 0.2], [1.1, -0.7, 1.0], [-1.9, 1.4, -1.2], [-2.3, 0.2, -2.7], [3.4, -0.1, 3.4], [-0.6, -0.8, 0.0], [1.4, 0.1, -0.2], [-0.5, -0.1, 0.2], [-0.7, -0.1, -0.8], [-0.5, 0.4, 0.4], [0.8, -0.2, -0.4], [-0.1, -0.9, 0.0]]}